Molecular formula: C35H41N7O2P
Method: DFT, ωB97M-V/def2-TZVPD

Computed properties:
Highest occupied orbital energy, eV: -10.90
Charge: +1
Orbital gap, Ha: 0.239

The geometry in XYZ format:
```
86
Properties=species:S:1:pos:R:3:mulliken_charge:R:1
C 4.5034 3.5029 -0.9790 -0.752
O 4.1482 4.8804 -0.9110 -0.438
C 2.9183 5.0982 -0.3082 -0.613
C 1.8155 5.4489 -1.3644 -0.776
C 0.4535 4.8111 -0.9463 -0.373
P -0.7971 5.6091 -1.9686 0.189
O -2.3369 5.0726 -1.7239 -0.317
C -2.4239 4.3454 -0.6188 0.704
N -2.5982 3.8505 0.4029 -0.404
H 4.0750 3.0013 -1.8593 0.264
H 5.5859 3.3811 -1.0595 0.324
H 4.1918 2.9577 -0.0804 0.449
H 2.5512 4.2331 0.2636 0.252
H 3.0240 5.9388 0.3867 0.380
H 2.1605 5.0723 -2.3318 0.448
H 1.7195 6.5412 -1.4194 0.408
H 0.2992 4.9587 0.1283 0.665
H 0.5229 3.7301 -1.1268 0.229
H -0.7688 7.0091 -1.8278 0.224
H -0.4685 5.3589 -3.3149 0.203
N -4.6133 -1.8496 1.3612 -0.537
C -5.4063 -0.7737 1.3040 -0.361
C -5.0007 0.4639 0.8170 -0.447
C -3.6985 0.5803 0.3625 0.039
C -2.8683 -0.5176 0.4134 -0.497
C -3.3635 -1.7045 0.9192 -0.046
H -6.4146 -0.9204 1.6738 0.382
H -5.6845 1.3023 0.7968 0.417
H -3.3094 1.5105 -0.0265 0.327
H -1.8476 -0.4398 0.0630 0.523
H -2.7365 -2.5873 0.9737 0.182
N 0.7399 -3.6691 2.2135 -0.414
C 0.9739 -4.1998 3.4149 -0.305
C 0.1714 -5.1664 4.0001 -0.525
C -0.9402 -5.6072 3.3026 -0.296
C -1.2032 -5.0692 2.0525 -0.548
C -0.3365 -4.1103 1.5561 -0.235
H 1.8525 -3.8235 3.9270 0.363
H 0.4122 -5.5622 4.9767 0.374
H -1.5924 -6.3607 3.7258 0.459
H -2.0618 -5.3871 1.4759 0.541
H -0.5005 -3.6633 0.5803 0.515
N 2.2815 1.7387 -0.2783 -0.146
C 3.1665 0.7372 -0.2487 0.021
C 2.9383 -0.4760 0.3881 -1.071
C 1.7267 -0.6646 1.0369 0.019
C 0.8008 0.3644 1.0186 -1.082
C 1.1245 1.5323 0.3508 0.000
H 4.1011 0.9274 -0.7650 0.399
H 3.6909 -1.2521 0.3751 0.416
H 1.5029 -1.5960 1.5484 0.562
H -0.1571 0.2658 1.5116 0.656
H 0.4185 2.3587 0.3139 0.271
N -8.1350 4.3518 2.1664 -0.537
C -6.8324 4.2537 1.9060 -0.414
C -6.2081 4.9003 0.8504 0.021
C -6.9805 5.6919 0.0148 -0.215
C -8.3369 5.8055 0.2683 -0.380
C -8.8613 5.1187 1.3533 -0.234
H -6.2678 3.6220 2.5837 0.443
H -5.1446 4.7844 0.6901 0.239
H -6.5325 6.2135 -0.8224 0.346
H -8.9753 6.4120 -0.3590 0.359
H -9.9169 5.1804 1.5919 0.355
N 7.0770 1.3588 -1.7574 -0.272
C 6.8972 1.3855 -3.0791 0.028
C 7.4508 0.4629 -3.9517 -0.668
C 8.2403 -0.5463 -3.4251 -0.151
C 8.4413 -0.5920 -2.0554 -0.503
C 7.8392 0.3782 -1.2702 -0.282
H 6.2750 2.1945 -3.4484 0.333
H 7.2686 0.5338 -5.0152 0.364
H 8.6924 -1.2863 -4.0729 0.379
H 9.0513 -1.3625 -1.6048 0.371
H 7.9675 0.3794 -0.1936 0.393
N -0.0948 -9.5460 1.0443 -0.510
C -0.5604 -8.3271 0.7701 0.047
C -0.9460 -7.9163 -0.4962 -0.079
C -0.8399 -8.8205 -1.5405 -0.527
C -0.3569 -10.0915 -1.2770 -0.290
C -0.0015 -10.4020 0.0269 -0.299
H -0.6225 -7.6544 1.6152 0.219
H -1.3192 -6.9139 -0.6596 0.348
H -1.1297 -8.5389 -2.5451 0.364
H -0.2581 -10.8268 -2.0636 0.368
H 0.3781 -11.3857 0.2797 0.363
```